14
Properties=species:S:1:pos:R:3:forces:R:3 method="wB97M-V/def2-TZVPD" e_above_lowest_kj_mol=198.1 s2=0.7880 charge=+1 lumo_ev="-5.9 / -8.3" homo_lumo_gap_ev="9.088 / 6.746" spin_multiplicity=2
C 0.018802 0.730115 1.483728 -0.5 -0.2 -1.8
C 0.438218 0.734381 2.762409 0.8 -1.8 0.4
C -0.020281 -0.315799 -2.162969 1.7 0.8 0.5
O -0.577249 -1.540109 -2.597299 -0.7 -0.1 1.1
C -0.268001 -0.099777 -0.698578 -2.1 -0.1 -1.6
C 0.584707 0.062590 0.364333 -0.7 0.2 1.6
H -0.889690 1.242814 1.192094 -0.1 0.4 0.5
H 1.073234 -0.100975 3.115341 0.1 1.0 -0.2
H -0.039507 1.338289 3.479699 -0.4 0.7 0.8
H 1.113300 -0.275844 -2.170222 -1.1 -0.6 -1.0
H -0.384409 0.572912 -2.800137 0.3 -1.1 1.1
H -1.263655 -1.879911 -1.950874 1.1 0.6 -1.2
H -1.362731 -0.150142 -0.474316 0.8 0.5 0.2
H 1.577262 -0.318543 0.456790 0.7 -0.1 -0.6